Record 1
{"formula": "C16H46N4O7", "method": "ωB97M-V/def2-TZVPD", "species": ["O", "O", "O", "O", "O", "O", "O", "N", "N", "N", "N", "C", "C", "C", "C", "C", "C", "C", "C", "C", "C", "C", "C", "C", "C", "C", "C", "H", "H", "H", "H", "H", "H", "H", "H", "H", "H", "H", "H", "H", "H", "H", "H", "H", "H", "H", "H", "H", "H", "H", "H", "H", "H", "H", "H", "H", "H", "H", "H", "H", "H", "H", "H", "H", "H", "H", "H", "H", "H", "H", "H", "H", "H"], "xyz": [[-0.185099, 1.969284, -4.009469], [-2.434977, -1.854528, 0.661677], [-3.105313, 1.660013, -0.993724], [4.028888, 0.209900, 1.204345], [-0.763258, -0.027699, -0.506484], [0.380545, -1.970576, 2.930780], [1.472181, 5.234413, -0.419192], [-0.286723, -0.049902, -5.045837], [1.203565, -0.547662, 0.507949], [-2.054727, 0.681785, -3.736177], [1.145591, 0.712399, -1.448878], [4.697576, -1.210716, -0.553835], [-2.920649, -2.707637, -1.532735], [-0.553680, -1.996583, 4.016022], [2.605894, 3.843095, -1.995709], [-1.179536, -3.374637, 4.151045], [-0.820281, 0.945211, -4.247514], [-3.118204, 2.050090, 1.377110], [-2.397487, -3.022025, -0.144135], [4.883326, -0.923467, 0.917692], [-3.302102, 2.666486, 0.001429], [1.280744, 4.447667, -1.600948], [-1.618028, -0.946904, 3.696515], [-0.999478, -3.608883, -0.175257], [0.476246, 0.034330, -0.478226], [4.500215, -2.108450, 1.789919], [-2.426800, 3.906341, -0.241513], [-0.319848, -2.931249, -0.702917], [-2.815446, -3.556153, -2.222000], [-2.410176, -1.376967, 3.084629], [2.649706, 3.618710, -3.060150], [5.241661, -2.115328, -0.829880], [2.143649, -0.239998, 0.704382], [0.532989, 3.663268, -1.442338], [-2.034407, -0.545659, 4.620317], [-3.167451, 2.778841, 2.185193], [3.640578, -1.396782, -0.752226], [2.131412, 0.882895, -1.395636], [-1.734319, 3.711820, -1.063055], [4.089577, 0.424183, 2.140905], [3.407910, 4.568634, -1.823565], [3.467264, -2.419793, 1.652906], [-2.308744, -1.914778, -1.970278], [-1.176389, -0.117750, 3.142697], [0.669014, 5.738058, -0.262392], [-0.983063, -4.547724, -0.737486], [-0.054713, -1.708046, 4.947374], [-4.352627, 2.934897, -0.135334], [-2.524894, -0.184328, -3.924429], [-2.326117, 1.133243, -0.757901], [-2.042591, -3.314645, 4.819691], [5.195207, -2.933243, 1.599448], [5.919865, -0.652151, 1.139517], [-2.139020, 1.559176, 1.421354], [-3.050657, -3.749129, 0.347393], [1.071778, -2.623631, 3.078978], [-0.637434, -3.779570, 0.836818], [-3.972425, -2.439733, -1.473203], [0.557125, 1.074899, -2.181357], [2.858255, 2.978604, -1.383456], [0.892482, 5.082665, -2.405696], [-1.869743, 4.185566, 0.651648], [-0.506984, -4.124949, 4.575683], [-3.033414, 4.749581, -0.575199], [-1.826661, -1.201101, 0.254709], [0.661349, -1.047047, 1.197677], [0.538687, 0.145385, -5.577956], [-1.525634, -3.723805, 3.178205], [4.674956, -1.875001, 2.846455], [-0.867298, -0.825570, -5.308133], [5.050676, -0.379701, -1.160883], [-3.865096, 1.270076, 1.525988], [-2.357415, 1.211984, -2.931346]], "atomic_forces_ev_per_a": [[-0.2, -0.2, 0.3], [0.0, -0.1, 0.0], [0.1, 0.0, -0.2], [0.2, -0.2, -0.1], [-0.1, -0.2, -0.2], [0.3, 0.0, 0.0], [0.0, -0.2, -0.1], [-0.6, 0.1, 0.4], [-0.5, 0.1, -0.6], [0.2, 0.2, -0.1], [-0.6, -0.5, 0.6], [0.1, -0.2, 0.1], [0.2, -0.5, -0.4], [-0.5, 0.2, -0.2], [0.6, 0.5, 0.1], [-0.1, -0.1, 0.3], [0.4, -0.2, -0.3], [0.2, -0.3, -0.1], [0.1, 0.0, 0.2], [-0.5, 0.1, 0.2], [-0.2, -0.1, -0.1], [-0.2, 0.2, -0.1], [0.1, -0.1, 0.0], [0.2, -0.1, -0.4], [0.4, 0.4, 0.1], [0.7, 0.0, 0.4], [-0.1, -0.1, -0.3], [0.0, 0.1, 0.2], [-0.1, -0.1, 0.2], [0.0, 0.1, 0.0], [-0.2, -0.4, 0.0], [0.1, 0.1, 0.0], [0.1, -0.1, 0.1], [0.1, 0.0, 0.1], [-0.1, -0.1, 0.0], [-0.1, 0.1, 0.0], [0.0, 0.1, -0.1], [0.0, 0.0, -0.2], [0.1, -0.1, 0.2], [0.0, 0.0, 0.0], [-0.2, 0.1, 0.0], [0.0, 0.0, -0.1], [-0.2, 0.3, 0.1], [0.0, 0.0, 0.0], [0.0, 0.0, 0.0], [0.0, 0.0, 0.1], [0.2, -0.1, -0.1], [0.0, 0.1, 0.1], [0.1, 0.0, 0.1], [0.2, -0.1, 0.1], [0.0, 0.0, 0.0], [-0.3, -0.1, -0.2], [0.0, 0.1, -0.1], [0.0, 0.1, 0.0], [-0.1, 0.1, 0.0], [-0.1, -0.1, 0.1], [0.1, 0.0, 0.0], [0.0, 0.3, -0.1], [0.4, 0.5, -0.3], [-0.1, -0.1, -0.1], [0.1, 0.0, 0.0], [0.1, 0.1, 0.0], [0.1, 0.1, -0.1], [0.0, 0.1, 0.2], [-0.1, -0.1, 0.2], [0.2, 0.1, 0.4], [0.0, 0.1, 0.0], [0.0, 0.1, 0.0], [-0.3, 0.1, 0.0], [0.2, 0.0, -0.1], [0.0, 0.0, -0.1], [0.0, 0.0, 0.1], [-0.2, 0.1, 0.0]], "smiles": "NC(N)=O.NC(N)=O.CC(C)O.CC(C)O.CC(C)O.CC(C)O.CCO", "lumo_energy_ha": 0.0173, "e_homo_ev": -9.362, "multiplicity": 1, "e_tot_ha": -1383.010892}

---

Record 2
{"formula": "C3H5N3", "method": "ωB97M-V/def2-TZVPD", "species": ["N", "N", "N", "C", "C", "C", "H", "H", "H", "H", "H"], "xyz": [[0.749492, -1.483395, -0.605855], [-1.290033, 0.931239, 0.893935], [-1.290289, 0.021748, 0.033811], [0.016389, 1.362113, 1.134086], [0.349680, -0.140648, -0.558435], [1.006634, 0.780140, 0.386195], [0.099760, 2.163810, 1.861787], [0.153139, 0.254500, -1.577603], [1.424130, -1.754344, 0.097881], [-2.234853, -0.283330, -0.218351], [0.941941, -1.883446, -1.515721]], "atomic_forces_ev_per_a": [[-0.1, -0.1, 0.0], [0.1, -0.2, -0.4], [-0.1, 0.1, 0.3], [0.4, 0.1, -0.1], [-0.1, -0.2, 0.1], [-0.7, 0.1, -0.4], [0.1, -0.3, 0.0], [0.2, 0.1, 0.7], [-0.2, 0.2, -0.2], [0.4, -0.1, -0.2], [-0.1, 0.2, 0.3]], "lumo_energy_ha": -0.0068, "e_homo_ev": -8.310, "multiplicity": 1, "e_tot_ha": -281.431759}

---

| no. | gap between HOMO and LUMO (Eh) |
| --- | --- |
| 1 | 0.3613 |
| 2 | 0.2985 |